Computed, not measured: one molecule with the formula C3H4N2 in a non-equilibrium geometry, with ωB97M-V with the def2-TZVPD basis set.

As for the spin multiplicity: 1. The value obtained for the LUMO energy is 1.04 eV. As for the charge: 0. The value obtained for the energy above the lowest of the compared OMol25 structures with the same formula, charge and spin is 4.1258 eV. The SMILES is [H]/N=C/[C@H]1C=N1.

Each line ends with the Löwdin charge.
Cartesian coordinates (Å):
N1 -1.84 0.90 -0.33  0.078
N2 1.93 -0.65 -0.14  0.120
C1 -0.86 0.24 -0.69  -0.133
C2 1.30 -0.90 0.92  -0.125
C3 0.75 0.26 0.20  -0.173
H1 -0.66 -0.39 -1.48  0.047
H2 0.79 1.23 0.57  0.055
H3 1.28 -1.58 1.77  0.104
H4 -2.70 0.89 -0.82  0.027

---

Computed, not measured: a 2-piece molecular cluster, CH7N2O2Si overall in a non-equilibrium geometry, with ωB97M-V with the def2-TZVPD basis set.

As for the spin multiplicity: 1. The value obtained for the LUMO energy is -4.30 eV. As for the charge: +1. The value obtained for the energy above the lowest of the compared OMol25 structures with the same formula, charge and spin is 2.9573 eV.

Each line ends with the Löwdin charge.
Cartesian coordinates (Å):
Si1 -0.55 0.58 -2.32  0.626
O1 -0.08 0.64 0.37  -0.204
O2 0.94 -0.80 3.39  0.211
N1 0.39 1.08 -0.91  -0.270
N2 0.45 -1.27 2.35  0.016
C1 -0.01 -1.73 1.40  0.341
H1 -1.65 1.54 -2.32  -0.070
H2 0.39 0.62 -3.42  -0.065
H3 1.39 0.95 -0.90  0.066
H4 -1.06 -0.77 -2.05  -0.089
H5 -0.45 -2.19 0.56  0.137
H6 -0.87 1.18 0.51  0.095
H7 1.09 0.17 3.35  0.205

---

Computed, not measured: one molecule with the formula C12H12ClNO3S in a non-equilibrium geometry, with ωB97M-V with the def2-TZVPD basis set.

As for the spin multiplicity: 1. The value obtained for the LUMO energy is -0.24 eV. As for the charge: 0. The value obtained for the energy above the lowest of the compared OMol25 structures with the same formula, charge and spin is 0.0000 eV.

Each line ends with the Löwdin charge.
Cartesian coordinates (Å):
Cl1 -2.28 -5.03 5.51  0.655
S1 -0.04 -1.24 0.80  0.979
O1 1.97 4.91 -3.36  0.043
O2 -0.98 -1.38 -0.39  -0.547
O3 4.58 5.25 -4.42  -0.035
N1 4.25 4.85 -3.09  0.013
C1 1.16 2.44 0.03  -0.071
C2 2.93 4.49 -2.73  -0.435
C3 -1.15 -3.51 1.89  -0.034
C4 2.63 3.58 -1.60  -0.037
C5 1.43 3.15 -1.23  -0.090
C6 -1.12 -1.66 3.42  -0.061
C7 -0.15 0.59 1.15  -0.312
C8 -0.88 -2.13 2.19  -0.396
C9 -1.45 -2.58 4.56  -0.057
C10 -1.70 -4.33 2.95  -0.075
C11 0.08 1.59 -0.01  -0.074
C12 -1.81 -3.87 4.28  -0.672
H1 1.92 2.51 0.82  0.120
H2 4.03 6.09 -4.67  0.152
H3 -0.59 1.65 -0.84  0.102
H4 0.67 3.32 -2.03  0.136
H5 3.46 3.34 -0.98  0.091
H6 -1.01 -0.59 3.39  0.087
H7 -1.59 -2.27 5.60  0.104
H8 -1.87 -5.36 2.80  0.076
H9 0.49 0.88 1.90  0.049
H10 -0.91 -3.94 0.91  0.114
H11 4.94 4.51 -2.52  0.095
H12 -1.15 0.63 1.56  0.078

---

Computed, not measured: an isolated ion of composition C17H17F3N7O3S and charge +1 in a non-equilibrium geometry, with ωB97M-V with the def2-TZVPD basis set.

As for the spin multiplicity: 1. The value obtained for the LUMO energy is -4.47 eV. As for the charge: +1. The value obtained for the energy above the lowest of the compared OMol25 structures with the same formula, charge and spin is 0.0000 eV. The SMILES is NS(=O)(=O)c1c(C(F)(F)F)ccc(-c2ccc(C3=CN=C(O)[NH2+]3)cc2)c1C1NNNN1.

Each line ends with the Löwdin charge.
Cartesian coordinates (Å):
S1 -3.02 -0.02 3.55  0.694
F1 -5.92 1.38 0.16  0.111
F2 -5.43 1.72 2.22  0.159
F3 -5.55 -0.36 1.38  0.150
O1 -4.32 -0.55 3.80  -0.280
O2 7.58 -0.44 -2.76  0.154
O3 -1.94 -0.74 4.29  -0.325
N1 5.30 -0.39 -2.01  0.253
N2 1.18 1.08 2.19  -0.006
N3 -3.15 1.40 4.37  -0.065
N4 1.77 -0.92 2.74  -0.098
N5 0.33 -0.93 2.68  -0.012
N6 6.49 1.57 -2.45  0.182
N7 2.14 0.41 3.00  -0.056
C1 0.39 0.66 -0.63  -0.188
C2 1.17 -0.50 -0.44  0.005
C3 4.48 0.78 -1.72  -0.127
C4 6.49 0.27 -2.42  -0.361
C5 -0.97 0.75 -0.06  -0.118
C6 -0.11 0.43 2.40  -0.315
C7 -5.15 0.91 1.20  -0.550
C8 -3.25 1.10 -0.51  0.015
C9 -3.63 0.85 0.87  -0.038
C10 0.92 1.76 -1.34  0.009
C11 -1.98 0.99 -0.95  -0.029
C12 -1.22 0.58 1.36  -0.014
C13 2.26 1.79 -1.66  -0.017
C14 5.21 1.92 -2.05  0.013
C15 -2.60 0.54 1.79  -0.082
C16 2.54 -0.47 -0.78  0.001
C17 3.08 0.72 -1.33  -0.192
H1 2.03 0.63 4.00  0.117
H2 -1.77 1.05 -2.02  0.142
H3 4.97 -1.00 -2.74  0.218
H4 5.52 -0.94 -1.18  0.218
H5 2.65 2.67 -2.17  0.123
H6 -0.46 0.90 3.32  0.123
H7 0.30 2.61 -1.59  0.131
H8 3.14 -1.32 -0.46  0.112
H9 -3.91 1.90 3.93  0.051
H10 -4.02 1.37 -1.25  0.135
H11 4.87 2.93 -1.95  0.133
H12 -0.06 -1.24 3.57  0.082
H13 8.24 0.25 -2.96  0.154
H14 -3.44 1.15 5.30  0.077
H15 2.18 -1.61 3.39  0.130
H16 1.42 1.09 1.23  0.055
H17 0.69 -1.33 0.09  0.126

---

Computed, not measured: one molecule with the formula C6H10O in a non-equilibrium geometry, with ωB97M-V with the def2-TZVPD basis set.

As for the spin multiplicity: 1. The value obtained for the LUMO energy (spin up / spin down) is 0.69 / 0.61 eV. As for the charge: 0. The value obtained for the energy above the lowest of the compared OMol25 structures with the same formula, charge and spin is 4.0705 eV.

Each line ends with the Löwdin charge.
Cartesian coordinates (Å):
O1 1.38 -0.89 -1.20  -0.005
C1 1.69 -0.37 -0.14  -0.305
C2 -1.26 0.47 0.34  -0.095
C3 -0.48 1.21 -0.63  -0.313
C4 -0.73 0.19 -1.64  0.041
C5 0.94 -0.53 1.15  -0.159
C6 -0.60 -0.71 1.00  -0.194
H1 2.63 0.21 -0.05  0.124
H2 1.20 0.31 1.80  0.118
H3 -0.91 2.17 -0.90  0.124
H4 -0.88 -0.87 -1.58  0.060
H5 1.31 -1.43 1.64  0.123
H6 0.61 1.32 -0.40  0.090
H7 -1.04 -0.91 1.98  0.112
H8 -1.02 0.49 -2.64  0.065
H9 -2.10 0.95 0.85  0.103
H10 -0.74 -1.62 0.40  0.111

---

Computed, not measured: C24H18Co2NO6 as an isolated structure in a non-equilibrium geometry, with ωB97M-V with the def2-TZVPD basis set.

As for the spin multiplicity: 1. The value obtained for the LUMO energy is 2.72 eV. As for the charge: -1. The value obtained for the energy above the lowest of the compared OMol25 structures with the same formula, charge and spin is 0.0000 eV.

Each line ends with the Löwdin charge.
Cartesian coordinates (Å):
Co1 -0.33 -0.72 -0.32  0.167
Co2 1.65 0.30 -1.18  0.128
O1 -3.18 -0.38 -0.54  0.059
O2 2.17 -2.59 -1.35  0.074
O3 -2.79 2.06 1.03  0.071
O4 3.70 1.71 0.24  0.099
O5 -1.06 -3.36 -1.10  0.084
O6 2.74 0.81 -3.79  0.111
N1 -0.29 -0.13 1.79  0.007
C1 2.85 1.14 -0.30  -0.157
C2 1.76 -1.42 1.62  -0.083
C3 -0.82 0.95 -2.80  -0.206
C4 -2.09 2.47 -4.22  -0.100
C5 -0.69 -2.10 3.17  -0.026
C6 -1.87 1.35 0.64  -0.329
C7 -2.57 -0.54 2.75  -0.015
C8 -1.13 -0.84 2.53  -0.277
C9 -0.03 0.66 -1.62  -0.268
C10 3.80 -0.74 2.70  -0.100
C11 1.71 -1.54 -1.14  -0.197
C12 1.77 0.57 3.00  -0.025
C13 -2.30 1.44 -5.14  -0.115
C14 -1.79 0.16 -4.90  -0.093
C15 -2.13 0.01 -0.11  -0.286
C16 -0.78 -2.28 -0.78  -0.195
C17 2.33 0.58 -2.73  -0.151
C18 0.34 1.06 -0.31  -0.308
C19 3.11 0.32 3.32  -0.091
C20 -1.36 2.23 -3.05  -0.020
C21 -0.40 1.71 0.77  -0.196
C22 1.11 -0.29 2.12  -0.275
C23 -1.04 -0.08 -3.74  -0.025
C24 3.14 -1.59 1.82  -0.065
H1 -2.87 1.63 -6.06  0.088
H2 -1.47 -2.45 3.85  0.074
H3 1.14 -2.17 1.10  0.096
H4 -3.19 -1.16 2.09  0.111
H5 -2.84 0.51 2.63  0.078
H6 -2.81 -0.84 3.78  0.087
H7 -0.62 -1.07 -3.56  0.117
H8 4.85 -0.92 2.94  0.098
H9 3.65 -2.41 1.31  0.112
H10 -0.41 2.78 0.45  0.126
H11 3.63 0.97 4.03  0.100
H12 -1.19 3.02 -2.31  0.117
H13 -1.95 -0.65 -5.60  0.095
H14 -2.47 3.47 -4.40  0.092
H15 1.22 1.40 3.45  0.116
H16 0.23 -1.99 3.76  0.094
H17 -0.52 -2.90 2.43  0.098
H18 0.06 1.85 1.75  0.102

---

The calculation returns the following E_tot values, one per record and in order: -226.07356, -591.30486, -1603.13460, -1964.36907, -309.69278, -4196.93237 hartree.